ORCA calculation (ωB97M-V with the def2-TZVPD basis set) on a cluster of 13 separate species, C78H93B4F16N12O6 in total at a distorted geometry.

Charge ... +5
Multiplicity ... 1
F_max ... 3.78 eV/A
Kohn-Sham gap ... 6.61 eV

```
209
Properties=species:S:1:pos:R:3:mulliken_charge:R:1
F 32.2146 21.3981 11.0447 -0.22
F 29.7932 17.5010 16.0475 -0.04
F 28.4547 13.6974 21.9385 -0.40
F 32.3753 20.4677 13.2160 -0.29
F 27.8760 15.8158 21.3767 0.02
F 29.9928 17.2342 13.7923 -0.48
F 26.3851 14.4827 22.5279 -0.34
F 28.4503 16.0011 14.9159 0.03
F 24.6189 19.3656 12.3445 -0.24
F 30.6958 15.5813 15.1194 -0.18
F 28.1201 15.3313 23.5327 -0.15
F 25.7245 19.3741 14.2416 -0.17
F 31.9385 19.2444 11.3268 -0.37
F 24.4130 17.5814 13.7731 -0.38
F 23.5480 19.6408 14.3869 -0.40
F 33.9965 20.1520 11.6897 -0.31
O 31.0201 19.2287 18.7479 -0.82
O 18.6010 14.9065 12.5361 -0.66
O 21.7437 16.4368 18.6466 -0.80
O 23.8291 15.8495 18.2912 0.19
O 30.6556 18.1869 20.6390 -0.62
O 19.8247 14.5842 14.3922 -0.69
N 21.3674 10.9301 15.5381 0.08
N 34.4925 15.4204 11.3291 0.08
N 20.0716 17.5504 14.8886 0.34
N 22.8615 17.1844 22.1721 0.20
N 30.1579 17.7175 24.4187 0.30
N 30.4712 23.7704 8.4741 0.07
N 31.9161 10.8733 25.0899 0.09
N 27.2661 18.2416 11.4108 0.40
N 33.5951 20.0068 16.4565 0.36
N 14.3535 17.4918 11.1533 0.04
N 26.6687 14.8946 17.5019 0.47
N 27.4270 19.6174 17.8414 0.34
C 32.8045 17.9007 19.5825 -1.18
C 30.6869 15.0392 24.7871 1.06
C 22.3179 12.9628 15.9001 -0.76
C 19.6843 14.6694 13.1068 0.76
C 29.0375 19.7863 11.4339 -0.63
C 30.9075 15.6359 23.5194 -0.79
C 32.0995 13.1779 25.7294 -0.49
C 31.0096 13.5817 24.9939 0.18
C 21.4444 17.4553 15.4680 -0.54
C 32.5535 11.8601 25.7230 -0.42
C 23.6573 10.9964 16.0103 -0.57
C 32.6294 19.1079 16.1449 -1.15
C 25.1498 13.1604 17.8175 -0.82
C 14.5841 18.6226 11.8242 -0.23
C 35.2633 17.3355 12.4358 -1.11
C 34.1432 18.0807 14.6106 1.49
C 26.1343 15.1642 16.2938 0.06
C 30.4924 23.5675 9.8218 -0.42
C 15.0780 16.3901 11.4859 -0.54
C 26.1689 19.3478 17.4957 -0.84
C 32.9294 18.0060 15.3494 0.30
C 22.6314 15.6392 18.7428 0.44
C 23.5260 12.3828 16.1530 0.14
C 23.9334 18.6769 20.8438 -1.15
C 25.1106 14.3720 15.7926 -1.09
C 30.1091 19.1724 24.3598 -0.85
C 25.8407 18.1862 19.5776 1.38
C 29.9119 22.8239 7.7051 -0.37
C 23.8070 16.2308 22.0423 -0.71
C 31.0067 25.0246 7.8551 -0.93
C 17.9213 16.5999 14.7868 -1.21
C 30.5430 16.9433 23.3393 0.03
C 34.8329 19.9461 15.8591 -0.95
C 13.3065 17.4152 10.1497 -0.92
C 35.2752 16.5128 11.3537 -0.22
C 24.9013 17.6940 20.5850 -0.33
C 19.2229 16.5965 15.2510 -0.24
C 28.3455 20.3425 16.8473 -1.11
C 28.3476 18.7700 12.0265 -0.57
C 18.4908 18.6947 13.6136 -1.03
C 16.0677 16.3497 12.4339 -0.58
C 25.3657 18.5878 18.3207 -0.50
C 30.0193 17.1967 25.6423 -0.34
C 32.5126 9.5582 25.0020 -0.77
C 34.4440 17.0872 13.5323 1.32
C 27.1579 18.3951 19.8903 -0.19
C 31.3544 18.4283 19.6473 0.79
C 22.8662 18.4369 21.6680 -0.33
C 22.5373 10.3289 15.6120 -0.48
C 24.8638 16.4625 21.2177 0.36
C 33.7305 15.8914 13.4852 -0.98
C 30.2293 15.8650 25.8477 -0.67
C 27.7791 15.6923 18.0551 -0.53
C 27.9508 19.0773 18.9862 -0.14
C 21.6384 16.9445 22.9619 -1.13
C 15.6276 18.7414 12.7283 -0.76
C 19.7512 18.5738 14.1004 -0.46
C 17.5788 17.6622 13.9104 1.32
C 16.3981 17.5894 13.0372 0.80
C 29.9499 22.4537 10.4408 -0.40
C 26.1471 14.0153 18.3090 -0.60
C 20.2834 10.0466 15.0826 -1.12
C 33.7122 15.1263 12.3569 -0.37
C 29.1816 21.6270 9.6844 0.91
C 22.2256 14.2624 19.3334 -1.20
C 24.6059 13.2955 16.5408 1.06
C 28.5174 20.4161 10.3099 1.13
C 21.2186 12.2156 15.5676 -0.16
C 35.0596 19.0732 14.8085 -0.68
C 30.3780 12.5202 24.3487 -0.55
C 26.7357 18.8440 10.3088 -0.14
C 29.2104 21.7505 8.2598 -0.79
C 34.2814 14.7837 9.9995 -0.94
C 33.3095 21.0324 17.5151 -0.78
C 20.9627 14.7276 12.2993 -0.77
C 30.8371 11.2489 24.4181 -0.36
C 26.5510 17.0226 11.8558 -0.72
C 27.3100 19.9197 9.7178 -1.17
B 27.7412 14.8190 22.3388 0.08
B 24.5438 18.9886 13.6686 0.39
B 29.7576 16.5635 14.9821 -0.16
B 32.6248 20.2879 11.8235 0.30
H 20.2187 12.6005 15.2672 0.34
H 29.0424 19.3113 19.2084 -0.07
H 28.6741 19.5642 16.1133 0.18
H 13.2771 18.3804 9.7221 0.40
H 22.5150 9.3123 15.3202 0.57
H 22.0181 18.3166 15.1555 0.06
H 24.7657 14.6772 14.8206 0.66
H 32.0641 24.7871 7.6515 0.36
H 35.7740 18.2709 12.2999 0.16
H 28.6406 18.0710 12.8556 0.74
H 27.5373 15.9316 19.0581 -0.04
H 30.1408 22.9311 6.6565 0.50
H 36.0025 19.0893 14.2751 0.58
H 13.8650 19.3717 11.5535 0.49
H 25.6757 15.7650 21.1670 0.24
H 27.1223 16.1345 11.6466 0.43
H 28.6279 21.0477 7.6008 0.40
H 34.4518 13.7214 10.1563 0.37
H 29.1209 20.7098 17.4619 0.56
H 21.7115 14.0725 12.7782 0.13
H 33.1742 9.4750 24.1506 0.39
H 14.8563 15.4665 11.0546 0.47
H 13.6626 16.6393 9.4448 0.36
H 20.8817 16.5557 22.2736 0.38
H 33.3927 18.2425 18.7260 0.07
H 21.7521 16.3802 23.8703 0.41
H 32.8288 16.8771 19.8026 0.43
H 21.8522 13.6392 18.5187 0.09
H 33.2884 15.0919 9.6554 0.35
H 31.6960 19.2164 16.6890 0.74
H 23.0643 13.7510 19.7344 0.26
H 26.3170 17.0427 12.9120 0.01
H 15.8456 19.6714 13.2463 0.53
H 32.6751 13.8961 26.3355 0.44
H 30.9024 24.4093 10.3571 0.46
H 20.3160 9.8596 14.0413 0.36
H 24.3844 18.2230 18.0447 0.78
H 24.6106 10.4527 16.0536 0.52
H 19.6417 15.9314 15.9549 0.64
H 35.9449 16.6905 10.4738 0.36
H 25.7987 19.8080 16.6109 0.64
H 27.7711 21.2065 16.3951 0.32
H 26.4855 15.9776 15.6683 0.83
H 24.7027 12.4374 18.4712 0.58
H 29.1489 19.4806 24.1324 0.32
H 26.6681 13.8992 19.3107 0.46
H 21.8395 16.5499 15.0035 0.22
H 30.3713 10.4333 23.9038 0.43
H 32.2907 17.1938 15.2055 0.00
H 33.2439 18.3508 20.5190 0.34
H 23.8855 19.5879 20.2886 0.52
H 30.0338 22.3329 11.5037 0.42
H 21.8996 19.0125 21.6742 0.35
H 26.7155 20.3379 8.9343 0.61
H 33.3491 11.5023 26.3719 0.39
H 29.9530 17.8973 26.5220 0.37
H 30.4463 25.3362 6.9668 0.40
H 21.4169 17.4004 16.5888 0.15
H 27.6761 18.2207 20.8285 0.54
H 34.2074 21.4254 17.8980 0.41
H 30.5567 17.6179 22.4238 0.48
H 33.0273 14.2905 12.3030 0.48
H 20.4722 19.2978 13.9268 0.66
H 33.0073 15.6419 14.2245 0.81
H 23.6446 15.2474 22.5234 0.55
H 22.3487 14.0603 16.1168 0.48
H 19.3128 10.5434 15.3756 0.38
H 20.2687 9.1761 15.7326 0.48
H 30.8514 19.6112 23.6401 0.28
H 30.0906 15.4455 26.8226 0.60
H 32.7330 21.7604 16.9502 0.34
H 35.5316 20.7316 16.1084 0.41
H 17.2590 15.8574 15.0625 0.61
H 12.3197 17.0803 10.6133 0.30
H 33.1318 9.1822 25.8568 0.32
H 25.5994 17.0829 11.3149 0.28
H 30.4721 19.4989 25.3396 0.38
H 21.4467 14.4579 20.0815 0.38
H 31.2357 15.1966 22.6008 0.47
H 21.3176 17.9446 23.2226 0.38
H 30.8278 25.8856 8.5444 0.34
H 29.9054 20.1186 11.9062 0.18
H 31.6980 8.7601 24.8336 0.28
H 16.5715 15.4203 12.6205 0.45
H 35.0400 15.1405 9.3170 0.33
H 20.8087 14.3122 11.2444 0.35
H 21.3259 15.7495 12.2591 0.16
H 18.1498 19.5009 12.9388 0.42
H 28.6867 15.0877 17.9934 0.33
H 27.8012 16.5921 17.4979 -0.14
H 25.8104 18.3256 9.9357 0.38
H 29.4841 12.7237 23.7719 0.48
H 32.7809 20.5045 18.3061 0.17
```